No. 1
A molecular structure, C25H16Co2NO6 in a non-equilibrium geometry. Source: OMol25; level of theory: ωB97M-V with the def2-TZVPD basis set.

Geometry as XYZ:
```
50
Properties=species:S:1:pos:R:3:forces:R:3
C -0.91096 0.57318 -1.70949 -1.192 0.977 -0.369
H -0.04202 -2.94927 0.95068 -0.085 0.346 0.132
H -2.27847 2.04492 -0.91007 -0.078 -0.245 -0.251
C 4.01008 2.78794 -3.23833 1.267 0.889 -0.258
C -0.75077 -0.48396 -2.62764 0.216 0.217 0.630
H 0.23415 -0.95568 -2.67050 -0.302 0.089 -0.078
C -1.07160 -0.25410 2.54944 -0.231 -0.987 1.131
Co 3.33151 -0.65472 -2.51776 -0.565 1.491 -0.280
H -1.68756 -1.83488 -3.99793 -0.138 0.311 0.071
C -0.75680 -2.96285 2.99631 -0.167 0.548 0.252
C 0.20140 0.97258 -0.86517 0.026 0.555 -0.873
O 3.24742 -2.80743 -0.56923 0.423 0.639 -1.059
C -1.82824 0.09629 4.86236 -0.172 0.776 0.131
C 4.97569 -0.26021 -2.91225 2.627 0.798 -0.106
N -0.59156 -1.03604 1.55101 0.011 -1.063 -0.089
C 2.63605 -1.20132 -4.02434 -1.639 -0.981 -1.706
C -1.27630 1.12725 2.32007 -0.131 0.483 0.376
H -2.07107 -0.29038 5.85222 0.047 0.240 -0.264
C -2.17742 1.20530 -1.60417 0.284 -0.539 -0.206
H -3.91895 -0.70862 -3.81743 0.129 0.121 0.080
H -2.34177 -3.64066 5.20861 0.224 0.237 0.040
H -0.67551 -3.39245 5.76257 -0.258 0.164 -0.109
H 0.01406 1.19970 0.16928 0.502 -1.041 0.180
C 2.75754 0.82347 -1.33562 0.763 -0.379 4.122
C 1.48413 1.87201 -4.00470 -1.400 -0.174 -2.692
O 6.05520 0.05225 -3.19837 -1.041 -0.446 0.193
C -3.07301 -0.32899 -3.24641 0.028 0.044 0.128
H -2.28461 2.12966 5.41001 0.112 -0.235 -0.194
C 3.31694 -1.97930 -1.38198 -1.071 -0.015 1.193
C -1.38443 -0.80204 3.86174 0.213 0.591 -0.937
H -4.21787 1.27044 -2.30192 0.341 -0.245 -0.102
Co 2.43545 2.15760 -2.55324 0.838 0.449 -3.985
H 3.36165 0.84814 -0.42173 -0.024 0.256 -0.290
H -1.91892 -2.17506 6.11516 0.077 -0.251 -0.119
C -1.56157 -2.87838 5.35930 -0.011 -0.191 0.166
C 1.84325 3.76177 -2.01882 -0.508 0.684 1.704
C 1.42630 1.19358 -1.38666 0.104 -1.865 1.255
C -1.66332 1.97808 3.33814 0.102 -0.533 -0.573
C -1.22914 -2.20188 4.05420 0.212 -0.439 -0.413
O 0.84357 1.73682 -4.95962 0.929 0.099 1.632
O 4.92240 3.35341 -3.66263 -1.201 -0.978 0.535
C -1.95341 1.45878 4.61499 0.098 -0.753 0.325
C -1.82705 -0.96140 -3.35794 -0.361 0.344 0.020
O 2.18054 -1.56041 -5.03026 0.686 0.382 1.018
C -0.43569 -2.34059 1.76988 -0.248 1.097 0.149
H -1.12478 1.50864 1.31757 -0.049 -0.044 0.319
H -0.62621 -4.03885 3.09628 -0.023 0.185 0.044
C -3.24630 0.76963 -2.38293 0.169 -0.311 -0.012
O 1.39562 4.73510 -1.58362 0.559 -1.096 -0.960
H -1.74762 3.04296 3.13089 -0.094 -0.203 0.102
```
Forces are in eV/Å.

Output
Total charge: -1
Highest occupied orbital energy: -0.126 Eh
Electronic energy: -115211.058 eV
LUMO level: 2.1 eV
Energy relative to the best compared isomer or geometry (same formula, charge and spin): 0.00 kJ/mol

Mulliken charges in e: 1.041 0.430 0.336 0.279 -0.062 0.057 -0.013 0.307 0.397 -0.705 0.317 -0.430 -0.702 0.144 -0.187 0.048 0.005 0.154 -0.248 0.344 0.316 0.316 -0.110 0.236 0.035 -0.415 -0.369 0.348 0.119 0.880 0.347 -0.268 0.650 0.294 -1.562 0.086 -1.364 -0.791 1.309 -0.377 -0.398 -0.713 -0.652 -0.394 -0.381 0.537 0.396 -0.602 -0.390 0.405

---

No. 2
A molecular structure, C25H16F10N3O2RuSTe2 in a non-equilibrium geometry. Source: OMol25; level of theory: ωB97M-V with the def2-TZVPD basis set.

Geometry as XYZ:
```
60
Properties=species:S:1:pos:R:3:forces:R:3
F 0.75317 3.79956 0.09029 -0.854 -1.135 0.491
H -6.14279 0.37292 -1.19632 -0.119 0.054 0.060
Ru 0.04207 -0.42355 0.20950 1.212 -0.837 -0.851
H 5.49022 1.09593 1.16782 0.105 -0.006 -0.059
O 1.33146 -1.86054 0.61891 -0.857 2.944 0.037
C 4.45763 1.23784 1.44055 -0.021 0.104 0.176
C -1.33762 -1.66785 -2.13404 -0.440 -0.018 -0.769
F -1.19429 -2.50325 0.92596 0.847 0.807 -0.727
C 2.24122 3.28347 3.62632 -0.424 0.189 0.174
H -1.81899 3.30934 4.12473 -0.051 0.057 -0.027
C -2.61551 -1.12785 -1.81099 -0.020 0.417 0.600
H -5.84360 -1.48090 -2.82017 -0.077 -0.017 -0.064
Te 0.47888 -3.43084 -0.00241 -0.831 -6.040 3.448
F -1.33228 3.32868 -1.32395 0.282 -0.406 1.087
H 4.07402 -1.19549 -3.18205 0.115 0.076 -0.015
F 0.74835 -4.25166 -2.52381 0.041 0.311 -0.636
C -5.16334 -0.04574 -1.36295 0.347 -0.118 0.071
N -0.16969 -1.31795 -1.61838 -0.899 0.665 0.916
H -2.16818 -0.48201 2.13402 0.035 0.132 -0.128
C 1.83139 1.41678 2.09944 0.855 0.555 0.421
H 3.73962 -0.30587 0.11220 -0.005 -0.055 -0.093
Te -0.89181 2.69965 0.42342 -0.911 6.149 -2.953
H 2.94238 3.97147 4.07315 0.030 0.123 0.033
C 2.18260 -1.30867 -2.20871 -0.603 0.096 0.148
H 4.83352 2.80879 2.84576 0.021 0.069 -0.012
F 0.76051 -4.13438 1.74641 -0.061 0.733 -0.857
C -4.99808 -1.08500 -2.28131 0.231 -0.269 -0.282
C 4.09372 2.17877 2.37194 -0.073 -0.164 -0.190
C 0.91186 -1.86577 -2.23676 1.465 0.055 -1.524
C -0.00710 2.43070 3.35800 0.112 -0.633 -0.174
C 3.47085 0.44609 0.83959 0.176 -0.005 0.056
F -1.12385 4.38059 1.50957 0.092 -1.282 -0.464
F 2.35039 -4.17047 -0.21711 -1.514 0.493 -0.175
O -1.79812 0.45020 -0.20235 1.176 -0.474 0.721
C -1.39264 2.48053 3.57965 0.072 -0.345 0.074
H -3.61258 -2.39918 -3.21951 -0.159 -0.070 0.007
H -3.24187 1.44470 3.27146 -0.083 -0.005 -0.030
H 2.37918 -0.52792 -1.48348 0.089 -0.056 -0.123
C -1.58830 0.38909 2.42081 -0.651 -0.303 0.562
H 1.18675 -3.66867 -5.17606 0.027 -0.057 -0.210
C -2.78608 -0.06396 -0.86466 -1.032 -0.857 -1.003
F -2.91814 3.01862 0.49933 1.051 -0.851 0.262
N -0.31012 0.38402 2.08910 -0.225 -0.065 0.301
N 2.20622 0.54498 1.15910 -0.659 -0.030 -0.194
C 0.59039 -2.96498 -3.19464 -0.359 -0.410 0.358
F 0.42982 1.52447 -1.03559 -0.117 -1.257 1.138
H 3.39342 -2.56216 -5.11382 0.108 -0.071 -0.111
C 0.46725 1.40261 2.51370 0.551 0.398 0.993
C 3.08983 -1.63214 -3.19721 -0.022 0.013 0.213
C 1.48953 -3.03345 -4.36224 0.145 0.098 0.118
C -3.74669 -1.60427 -2.49884 -0.315 0.031 0.030
F -0.96294 -5.02124 0.16642 1.437 1.284 -0.788
C 2.73906 2.30954 2.71680 -0.383 -0.531 -0.345
H 0.52129 4.16710 4.50730 -0.003 0.093 0.112
H -4.20551 1.24865 0.04429 0.091 0.173 0.028
S -1.20743 -2.82440 -3.44798 0.535 0.392 0.066
C 0.91400 3.37744 3.88761 0.431 0.106 -0.033
C 2.70333 -2.44301 -4.29520 -0.307 -0.253 -0.277
C -2.17801 1.45577 3.10125 0.098 -0.063 0.368
C -4.08838 0.44486 -0.66389 0.298 0.064 0.046
```
Forces are in eV/Å.

Output
Highest occupied orbital energy (spin up / spin down): -0.318 / -0.341 Eh
Electronic energy: -89926.010 eV
LUMO level (spin up / spin down): -1.9 / -4.0 eV
2S+1: 6
Energy relative to the best compared isomer or geometry (same formula, charge and spin): 424.53 kJ/mol

Mulliken charges in e: -0.479 0.456 1.168 0.416 -0.717 -1.157 1.342 -0.505 -0.797 0.437 0.213 0.411 1.639 -0.398 0.466 -0.286 -0.695 -0.073 0.534 0.317 0.530 2.048 0.435 -0.643 0.462 -0.409 -1.055 -0.723 -0.868 1.655 -0.090 -0.476 -0.516 0.151 -0.582 0.416 0.447 0.583 0.052 0.465 0.274 -0.524 -0.534 0.732 2.234 -0.729 0.451 -0.496 -0.689 -1.143 -1.335 -0.540 0.727 0.445 0.427 -0.475 -1.139 -0.448 -0.859 -0.553

---

No. 3
A molecular structure, C25H16F12KN5O10PS2 in a non-equilibrium geometry. Source: OMol25; level of theory: ωB97M-V with the def2-TZVPD basis set.

Geometry as XYZ:
```
72
Properties=species:S:1:pos:R:3:forces:R:3
C -3.92014 2.00042 0.96270 -0.052 -0.027 0.028
H 4.77841 4.84395 -0.86913 0.046 -0.043 -0.042
C -1.51164 1.95264 -2.59226 0.195 -0.045 -0.184
H 7.32538 2.22581 -4.19361 -0.016 0.025 0.013
H 1.22228 0.11788 -3.35278 0.102 -0.009 0.067
C 4.31088 -0.45650 1.46788 -0.202 -0.045 0.005
C 2.18102 0.05504 -2.84200 -0.133 -0.062 0.221
C 5.43490 4.72029 -2.89643 0.099 -0.095 -0.041
C 4.57531 0.11428 -2.77402 0.037 -0.014 -0.011
P -1.77766 -2.90246 -2.71704 0.100 0.073 0.051
F -1.25901 -5.04534 1.06636 -0.019 -0.044 -0.013
C 6.76846 2.81168 -3.47226 0.001 0.010 0.066
C 3.07434 -0.28616 0.66830 0.348 0.008 0.001
F -2.10796 -3.06041 -4.28509 0.017 -0.020 -0.092
H 3.42564 0.18004 -4.58449 0.016 0.000 -0.008
C -2.57524 1.67667 0.95936 0.075 0.025 -0.281
H 6.42892 -0.40429 1.49531 -0.069 -0.013 -0.018
C 6.64052 2.30327 -2.17201 0.134 0.223 0.001
C 5.68984 0.08672 -0.48723 -0.099 -0.248 -0.027
H 4.16251 -0.68408 2.51706 0.022 -0.007 -0.066
O -2.67660 0.78926 3.16322 0.068 0.174 -0.088
C 4.61254 6.23524 -4.51765 -0.004 -0.023 0.098
H 3.95169 7.09628 -4.52283 -0.013 0.034 0.019
C 3.24043 -0.09088 -0.81703 -0.022 -0.062 0.144
O 4.79734 5.88608 -3.15487 -0.142 0.202 -0.247
C 3.40539 0.11938 -3.50499 0.005 0.001 0.007
S 0.67767 -3.67976 4.49019 0.248 -0.312 -0.027
F -2.11970 -4.69111 3.01551 -0.027 -0.022 0.021
H -4.11956 2.59684 -2.37445 -0.011 0.001 0.050
F 2.21620 -1.50622 4.28446 -0.030 0.019 0.047
O 0.56328 -3.02462 1.27843 -0.010 -0.138 0.027
C -4.50537 2.33580 -0.25407 -0.044 0.007 -0.020
C -3.73501 2.33013 -1.39924 0.035 -0.011 0.005
H -5.55789 2.59539 -0.29942 0.032 -0.009 0.008
C 5.34639 4.25887 -1.58326 -0.002 -0.049 0.093
H 5.83364 2.72392 -0.20089 0.034 -0.048 0.002
N 6.87448 0.47612 -0.81055 0.003 0.270 0.323
H -2.08918 0.42078 3.84029 0.000 0.001 0.003
O 0.35974 -3.56863 5.88555 -0.038 0.065 -0.062
C 6.15890 3.99704 -3.84315 0.016 -0.039 0.028
C 5.93435 3.07082 -1.21964 -0.033 -0.065 -0.086
O -0.67857 1.48923 2.42010 -0.106 0.052 0.021
H 5.53482 0.16090 -3.27293 -0.067 -0.007 0.031
K -0.20614 -0.79895 -0.29979 0.002 0.945 -0.773
F -1.08878 -4.36187 -2.69424 0.056 -0.077 -0.064
S -0.55728 -2.73332 2.12649 0.227 0.166 0.273
F -1.42803 -2.73871 -1.12004 -0.240 -0.389 -0.036
C 5.51313 -0.31674 0.92008 0.355 0.109 -0.304
N 2.11643 -0.08058 -1.51975 0.169 0.039 -0.225
N -0.27014 -2.76687 3.66160 -0.209 0.227 0.455
F -2.89464 -3.65007 1.29593 -0.090 0.049 -0.065
F 3.07857 -3.11326 5.44168 -0.018 -0.064 0.021
O -1.94643 2.68163 -3.51264 0.188 -0.255 0.294
C -1.78713 -4.11686 1.85072 0.071 -0.090 -0.009
O 1.99264 -0.31520 1.19550 -0.163 0.024 0.124
F -0.33363 -2.23005 -3.06075 0.057 -0.068 -0.013
H 6.24184 4.34178 -4.86436 -0.001 -0.007 0.025
C -2.38980 1.95912 -1.31841 0.111 -0.006 0.309
O -0.48391 1.24081 -2.53689 -0.339 0.286 -0.004
C 2.32791 -2.83401 4.36177 0.060 0.018 -0.022
F -3.19374 -3.56143 -2.31962 -0.139 -0.020 -0.041
F 2.99923 -3.25742 3.29030 0.041 0.057 -0.097
H 5.55835 6.50406 -4.99512 0.030 0.000 0.006
C -1.85409 1.33453 2.23251 0.072 -0.265 -0.080
H 4.14264 5.42036 -5.07363 0.007 -0.008 0.031
O 0.92743 -4.98283 3.93902 -0.055 -0.004 0.036
N -1.82657 1.64080 -0.15077 -0.164 0.031 0.119
C 4.50882 0.04188 -1.37922 0.182 0.138 -0.067
O -1.28449 -1.51798 1.87372 -0.342 -0.325 0.167
F -2.43368 -1.43050 -2.70299 -0.119 -0.014 0.060
H -4.48235 1.97502 1.88794 0.015 0.013 -0.080
N 7.21412 1.07254 -1.93703 -0.256 -0.243 -0.101
```
Forces are in eV/Å.

Output
Total charge: -2
Highest occupied orbital energy (spin up / spin down): -0.130 / -0.130 Eh
Electronic energy: -134013.725 eV
LUMO level (spin up / spin down): 2.9 / 2.2 eV
2S+1: 2
Energy relative to the best compared isomer or geometry (same formula, charge and spin): 59.51 kJ/mol

Mulliken charges in e: -0.337 0.408 -0.029 0.434 0.583 -0.625 -0.214 0.873 -0.350 1.382 -0.211 -0.362 0.427 -0.362 0.402 0.670 0.402 0.013 0.322 0.415 -0.502 -0.879 0.243 0.204 -0.430 -1.251 1.098 -0.247 0.446 -0.223 -0.758 -0.374 -0.574 0.385 -0.728 0.400 -0.341 0.351 -0.699 -0.247 -0.289 -0.556 0.658 1.138 -0.394 1.262 -0.508 -0.617 0.056 -0.510 -0.202 -0.272 -0.804 0.547 -0.270 -0.348 0.354 0.470 -0.532 0.663 -0.403 -0.223 0.322 0.017 0.382 -0.655 -0.196 0.567 -0.621 -0.339 0.465 -0.879

---

What is the formula in the first record? C25H16Co2NO6

---

The highest electronic energy belongs to which entry? C25H16F10N3O2RuSTe2